Entry from the Open Molecules 2025 dataset: one molecule with the formula BH6N3 (ωB97M-V/def2-TZVPD).

- Orbital gap: 9.666 eV
- Energy relative to the best compared isomer or geometry (same formula, charge and spin): 0.0 kcal per mole
- Charge: 0
- Max |F|: 6.13 eV Å⁻¹
- SMILES: NB(N)N
- Total energy: -5246.488 eV

```
10
Properties=species:S:1:pos:R:3:forces:R:3:lowdin_charge:R:1
H 1.632 0.035 1.346 2.1 -2.4 2.4 -0.05
H -1.995 0.434 -0.812 1.1 0.6 0.9 0.08
B -0.044 -0.045 -0.005 1.2 1.6 1.2 -0.66
H 0.940 -1.814 -0.643 0.9 -0.1 0.2 0.04
H -1.040 1.701 -0.124 -0.8 -0.3 0.0 0.06
N 0.078 -1.328 -0.605 -1.2 -1.6 -0.8 0.14
H 1.154 1.647 1.240 -0.4 -3.2 -1.4 0.10
N 1.181 0.638 0.786 -4.2 3.4 -3.0 0.07
H -0.633 -1.976 -1.074 1.1 2.1 1.2 0.11
N -1.273 0.708 -0.110 0.1 0.0 -0.8 0.11
```
Positions in Å, forces in eV/Å.

---

Entry from the Open Molecules 2025 dataset: BaCoH18O10 as an isolated structure (ωB97M-V/def2-TZVPD).

- Orbital gap (spin up / spin down): 10.365 / 10.062 eV
- Charge: +2
- Multiplicity: 4
- Max |F|: 1.23 eV Å⁻¹
- Total energy: -59077.489 eV
- <S²>: 3.75

```
30
Properties=species:S:1:pos:R:3:forces:R:3:lowdin_spin:R:1
O 0.153 0.240 0.342 0.0 1.2 0.0 0.04
H -2.020 -2.030 -0.327 -0.1 -0.1 0.1 0.00
O -1.415 0.646 -2.174 0.2 -0.2 0.1 0.00
O 1.663 2.541 1.042 -0.9 -0.7 0.4 0.08
H -2.396 -0.832 1.632 -0.4 0.2 0.3 0.00
H 1.748 0.959 -2.141 0.2 0.1 0.0 0.00
O -2.851 1.596 -0.210 0.0 0.6 -0.2 0.00
O -2.230 -0.263 2.414 0.3 -0.2 -0.3 0.00
H 0.392 -1.643 -0.594 -0.1 -0.1 -0.2 0.00
H 1.448 -0.585 2.594 0.4 0.0 -0.1 0.00
H -0.981 1.034 -2.945 -0.1 0.0 0.2 0.00
O -2.963 -1.925 -0.104 0.9 0.0 -0.3 0.00
H 2.153 3.256 0.650 0.3 0.4 -0.1 0.01
H 2.962 1.928 -2.144 0.0 -0.1 0.3 0.00
O 2.240 -0.047 2.424 -0.3 -0.3 0.4 0.03
O 2.813 -1.166 -0.205 0.6 -0.2 0.0 0.02
O 2.397 1.389 -1.568 -0.1 -0.1 -0.4 0.03
H -2.420 -0.841 3.169 0.0 0.2 -0.1 0.00
Ba -1.052 2.286 1.729 0.6 -0.8 -0.6 0.00
H 2.524 -1.754 -0.921 0.0 0.1 0.2 0.00
H -0.012 -2.501 -1.846 0.0 0.1 0.3 0.00
H 2.854 -0.200 3.160 -0.1 0.2 -0.3 0.00
O 0.003 -2.484 -0.877 0.0 0.1 -0.1 0.00
H -0.769 0.524 -1.450 0.3 0.2 -0.5 0.00
H -0.609 -0.308 0.205 -0.3 -0.8 0.2 0.00
H 3.747 -1.390 -0.051 -0.3 0.0 -0.1 0.00
H -3.698 2.017 -0.429 0.1 -0.3 0.2 0.00
H -3.342 -2.518 -0.768 -0.5 0.1 0.3 0.00
H -2.480 1.317 -1.088 -0.2 0.0 0.3 0.00
Co 2.141 0.755 0.482 -0.5 0.4 -0.2 2.78
```
Positions in Å, forces in eV/Å.

---

Entry from the Open Molecules 2025 dataset: BaH18O9 as an isolated structure (ωB97M-V/def2-TZVPD).

- Orbital gap: 11.868 eV
- Energy relative to the best compared isomer or geometry (same formula, charge and spin): 34.6 kcal per mole
- Charge: +2
- Max |F|: 2.61 eV Å⁻¹
- Total energy: -19402.769 eV

```
28
Properties=species:S:1:pos:R:3:forces:R:3:lowdin_charge:R:1
O -0.300 -0.669 -2.778 -0.6 0.0 -0.7 -0.15
H 0.737 2.995 0.534 -1.2 0.3 0.0 0.07
H -0.677 -1.375 -3.340 0.4 0.4 0.1 0.09
H -0.964 -2.511 -1.714 0.2 0.0 0.1 0.04
O -1.940 -2.061 1.396 0.6 0.4 0.4 -0.13
H -0.810 3.293 0.332 0.0 0.6 -0.1 0.06
H -0.246 0.088 -3.386 0.1 -0.3 0.2 0.07
O 1.451 1.485 -1.660 1.2 -1.9 -0.8 -0.14
O -0.176 2.658 0.653 1.3 -0.7 0.2 -0.15
H -1.025 0.246 3.447 -1.1 -0.2 1.2 0.06
O -0.478 0.466 2.719 -1.2 -0.9 -2.0 -0.12
H 0.305 0.793 3.075 2.1 1.1 1.0 0.01
O 1.076 -2.128 1.665 -1.5 0.0 -1.5 -0.08
Ba -0.234 -0.059 0.033 0.1 -0.3 0.5 2.15
H 2.799 0.918 2.064 0.3 -0.4 0.5 0.08
H 0.941 -1.988 2.579 -0.2 0.1 1.7 0.03
H 1.993 -2.017 1.533 1.9 -0.1 -0.2 0.04
H 1.032 2.244 -2.002 -1.1 1.8 -0.4 0.02
H -0.734 -3.706 -0.917 0.1 -1.6 0.4 0.07
O 2.268 0.811 1.273 -0.3 0.7 -0.2 -0.12
O -0.460 -2.804 -0.941 -0.4 1.2 -0.6 -0.11
H 2.332 1.711 0.918 0.2 -0.3 -0.4 0.04
H -1.404 -2.189 2.210 -0.7 -0.3 -0.9 0.05
H -2.271 2.452 -1.894 0.6 0.1 0.6 0.10
O -1.536 1.824 -1.720 -1.4 0.0 -0.9 -0.16
H 1.844 1.113 -2.490 0.0 0.2 1.2 0.10
H -1.670 -2.738 0.754 0.0 0.1 0.6 0.02
H -1.841 1.153 -2.351 0.4 -0.3 0.0 0.04
```
Positions in Å, forces in eV/Å.

---

Entry from the Open Molecules 2025 dataset: BaH18O9 as an isolated structure (ωB97M-V/def2-TZVPD).

- Orbital gap: 12.245 eV
- Energy relative to the best compared isomer or geometry (same formula, charge and spin): 1.9 kcal per mole
- Charge: +2
- Max |F|: 0.73 eV Å⁻¹
- Total energy: -19404.187 eV

```
28
Properties=species:S:1:pos:R:3:forces:R:3:lowdin_charge:R:1
O -0.890 -1.988 -1.554 -0.1 -0.3 -0.3 -0.18
H 1.134 0.250 3.045 -0.2 0.0 0.0 0.07
H -1.693 -2.516 -1.665 0.1 0.1 0.0 0.08
H 3.270 1.155 0.719 -0.1 0.1 0.0 0.07
O 1.607 0.331 -2.083 0.4 -0.2 -0.5 -0.18
H -3.330 0.203 0.296 -0.1 0.1 0.3 0.06
H -2.365 0.919 -2.246 0.1 0.1 -0.1 0.07
H -0.261 0.836 3.309 0.1 -0.2 -0.1 0.08
O -0.922 2.639 0.167 0.3 0.4 0.1 -0.17
H -1.191 1.244 -3.172 0.0 0.0 0.2 0.08
O -0.621 -2.415 1.615 -0.1 0.0 0.0 -0.14
H -3.134 0.075 1.809 0.0 0.1 -0.2 0.07
H -1.078 -3.228 1.359 0.2 0.1 0.0 0.07
H -0.643 3.306 0.810 -0.2 -0.1 -0.1 0.07
Ba -0.009 -0.004 0.074 -0.4 0.3 0.0 2.16
O 2.368 1.504 0.717 0.1 0.1 0.0 -0.14
H 2.970 -1.530 -0.540 -0.1 0.0 0.2 0.07
H 2.382 -2.389 0.588 -0.2 0.1 -0.2 0.08
O -2.706 0.406 1.006 -0.1 -0.4 -0.1 -0.14
H -1.276 3.142 -0.581 0.0 -0.2 0.1 0.06
H 1.892 -0.527 -2.428 0.0 0.2 -0.1 0.06
O 2.168 -1.659 -0.015 0.5 -0.2 0.1 -0.17
O 0.226 0.257 2.703 0.2 0.2 0.7 -0.20
H 2.118 0.981 -2.589 -0.1 0.0 0.1 0.09
H 2.476 2.465 0.684 0.0 -0.2 0.0 0.07
H -0.701 -2.371 2.579 0.0 0.0 -0.2 0.06
O -1.409 1.065 -2.246 -0.3 0.0 0.0 -0.13
H -0.381 -2.151 -2.361 -0.2 -0.1 0.1 0.07
```
Positions in Å, forces in eV/Å.

---

Entry from the Open Molecules 2025 dataset: BaH20O10 as an isolated structure (ωB97M-V/def2-TZVPD).

- Orbital gap: 11.789 eV
- Energy relative to the best compared isomer or geometry (same formula, charge and spin): 22.5 kcal per mole
- Charge: +2
- Max |F|: 2.62 eV Å⁻¹
- Total energy: -21483.193 eV

```
31
Properties=species:S:1:pos:R:3:forces:R:3:lowdin_charge:R:1
H 2.351 -2.327 -0.806 -0.2 0.4 -0.7 0.08
H -0.932 -2.936 1.590 0.1 -0.2 0.0 0.07
H 1.166 2.636 -1.651 0.0 0.0 -0.3 0.05
H -1.079 -0.393 3.186 0.3 -0.7 1.3 0.05
H 3.224 -1.401 -0.162 1.6 0.7 1.0 0.02
O 0.940 1.802 -2.084 -0.8 0.0 -0.4 -0.15
H 1.732 -0.688 2.970 0.8 -0.3 0.4 0.06
O -0.462 -2.751 0.770 0.9 1.9 1.6 -0.10
H 3.283 1.455 0.055 0.5 0.2 -0.3 0.06
H -0.614 2.731 1.452 0.0 0.5 -0.2 0.08
H -1.048 -1.272 -2.986 -0.3 -0.4 -0.3 0.05
O -1.286 0.058 2.390 0.0 0.8 -1.3 -0.10
O 2.551 -1.369 -0.809 -1.3 -1.2 -0.5 -0.12
O -2.088 1.360 -1.343 0.1 -0.6 1.1 -0.10
O 1.843 -0.881 2.044 -2.0 0.8 -0.9 -0.11
Ba 0.091 -0.091 -0.142 0.7 -0.6 0.1 2.14
H -1.428 0.972 2.652 -0.2 0.0 0.3 0.06
H -2.014 1.718 -2.207 -0.2 0.6 -1.3 0.06
O 2.490 1.528 0.580 -1.0 0.2 0.1 -0.11
H 2.221 2.460 0.589 0.5 -0.2 0.0 0.05
H -2.937 -1.436 0.673 0.4 -0.5 0.3 0.07
H 0.333 2.016 -2.825 0.9 0.0 0.5 0.08
H -1.125 2.897 0.001 -1.1 1.1 -0.7 0.02
H -0.686 -3.412 0.170 -0.8 -1.9 -1.5 0.03
O -0.306 -1.677 -2.533 0.4 -0.2 0.6 -0.13
H -0.357 -2.644 -2.638 -0.2 0.7 -0.3 0.08
H -2.476 2.040 -0.788 -0.6 0.0 -0.2 0.07
O -2.445 -1.095 -0.081 -1.0 0.3 0.1 -0.19
O -0.442 2.540 0.522 1.5 -0.9 1.4 -0.13
H 2.611 -1.365 1.805 1.0 -0.6 0.7 0.03
H -3.113 -0.474 -0.395 0.1 0.2 -0.7 0.05
```
Positions in Å, forces in eV/Å.

---

Entry from the Open Molecules 2025 dataset: BeFH6O3 as an isolated structure (ωB97M-V/def2-TZVPD).

- Orbital gap: 11.647 eV
- Energy relative to the best compared isomer or geometry (same formula, charge and spin): 4.5 kcal per mole
- Charge: +1
- Max |F|: 3.66 eV Å⁻¹
- Total energy: -9356.420 eV

```
11
Properties=species:S:1:pos:R:3:forces:R:3:lowdin_charge:R:1
Be 0.209 0.279 0.431 1.7 1.0 2.3 0.12
H 2.061 -1.279 0.451 2.2 -0.1 1.4 0.09
O 0.029 1.297 -0.871 -0.2 0.2 -2.6 0.08
O 1.264 -1.079 0.028 -3.1 -0.6 -1.9 0.11
H 0.910 -1.949 -0.298 0.4 1.2 0.4 0.15
H -1.676 -0.720 -0.245 0.0 -0.4 -0.7 0.13
F 0.797 1.041 1.612 -1.1 -1.3 -1.7 -0.26
H -0.588 2.056 -0.955 0.5 -0.4 0.6 0.15
H -2.009 -0.226 1.081 -0.7 0.6 1.5 0.13
O -1.257 -0.515 0.591 0.4 -0.4 -0.8 0.12
H 0.262 1.094 -1.824 0.0 0.1 1.6 0.17
```
Positions in Å, forces in eV/Å.

---

Entry from the Open Molecules 2025 dataset: BiH2O7P2S3Sb as an isolated structure (ωB97M-V/def2-TZVPD).

- Orbital gap (spin up / spin down): 4.001 / 7.671 eV
- Energy relative to the best compared isomer or geometry (same formula, charge and spin): 20.7 kcal per mole
- Charge: -1
- Multiplicity: 2
- Max |F|: 3.57 eV Å⁻¹
- Total energy: -77835.175 eV
- <S²>: 0.76

```
16
Properties=species:S:1:pos:R:3:forces:R:3:lowdin_spin:R:1
O 0.468 -1.697 0.600 -0.9 -1.0 1.6 0.05
H -2.373 -1.685 1.060 -0.1 -0.3 -0.4 0.00
O -0.801 1.640 -1.342 -0.2 1.5 1.2 0.02
Bi 1.022 0.557 -2.260 1.8 0.8 0.2 0.26
O -0.695 0.429 0.735 -0.5 -0.7 2.3 0.00
P -0.687 -0.926 0.021 1.1 -2.1 -2.6 0.02
O 0.197 2.860 0.695 -0.2 0.1 0.9 0.01
O -2.036 -1.792 0.151 0.3 1.3 1.2 0.01
P -0.793 1.923 0.180 0.4 1.1 -3.4 0.01
S 3.487 -2.611 1.723 0.4 -0.5 0.4 0.12
O -0.446 -0.776 -1.460 -1.8 -1.2 0.3 0.06
H -2.417 2.394 1.537 0.2 0.1 -0.3 0.00
S 2.499 -1.860 -2.212 0.2 -0.6 -1.1 0.20
Sb 2.453 -1.516 0.090 0.8 -0.3 0.0 0.11
S 2.415 0.851 -0.114 -0.4 1.4 -0.8 0.15
O -2.291 2.210 0.595 -1.1 0.4 0.3 0.00
```
Positions in Å, forces in eV/Å.

---

Entry from the Open Molecules 2025 dataset: a 2-piece molecular cluster, Br2 overall (ωB97M-V/def2-TZVPD).

- Orbital gap (spin up / spin down): 3.111 / 3.006 eV
- Energy relative to the best compared isomer or geometry (same formula, charge and spin): 102.5 kcal per mole
- Charge: 0
- Max |F|: 0.45 eV Å⁻¹
- Total energy: -140080.187 eV

```
2
Properties=species:S:1:pos:R:3:forces:R:3:lowdin_charge:R:1
Br -1.766 1.084 -1.399 0.3 -0.2 0.3 0.00
Br 1.766 -1.084 1.399 -0.3 0.2 -0.3 0.00
```
Positions in Å, forces in eV/Å.

---

Entry from the Open Molecules 2025 dataset: Br2Cl4MnO16 as an isolated structure (ωB97M-V/def2-TZVPD).

- Orbital gap (spin up / spin down): 6.602 / 6.675 eV
- Energy relative to the best compared isomer or geometry (same formula, charge and spin): 2.5 kcal per mole
- Charge: -4
- Multiplicity: 6
- Max |F|: 2.34 eV Å⁻¹
- Total energy: -254224.746 eV
- <S²>: 8.75

```
23
Properties=species:S:1:pos:R:3:forces:R:3:lowdin_spin:R:1
O -3.887 -1.357 -0.167 -1.5 1.1 -0.3 0.00
O 3.678 -0.494 -2.659 -0.2 0.3 0.7 0.00
O -1.299 3.417 -1.758 0.0 -0.4 0.7 0.00
O -2.410 -2.621 1.052 0.3 -0.5 -0.3 0.00
O 0.126 4.130 0.000 0.3 0.0 -0.4 0.00
O 1.565 -1.203 3.587 0.9 -0.3 0.7 0.00
O -2.110 3.738 0.484 0.2 -0.8 -0.9 0.00
O -0.656 1.918 -0.004 -0.1 -1.0 -0.2 0.02
O -1.591 -1.203 -0.672 0.2 0.4 0.2 0.02
O -2.804 -3.100 -1.271 -0.1 -0.4 0.2 0.00
Cl -2.667 -2.078 -0.251 1.0 -0.4 0.1 0.00
Cl 0.271 -0.624 3.651 -1.6 -0.4 -1.6 0.00
O 0.247 0.543 4.508 0.1 -0.2 0.2 0.00
Cl -0.980 3.267 -0.340 -0.5 2.2 0.7 0.00
Br 1.475 -2.781 0.214 0.0 0.2 -0.1 0.05
Br 2.934 1.055 0.694 -0.3 0.0 -0.1 0.05
Cl 2.381 -0.187 -3.194 1.1 -0.4 -1.6 0.00
O 2.006 -1.291 -4.038 -0.2 -0.1 -1.0 0.00
O -0.718 -1.603 4.080 0.5 0.4 0.8 0.00
O 2.491 1.056 -3.959 -0.4 -0.6 0.4 0.00
O -0.126 -0.243 2.303 0.1 0.6 -0.3 0.02
Mn 0.749 -0.257 -0.030 0.3 -0.3 0.7 4.79
O 1.324 -0.082 -2.231 -0.4 0.7 1.2 0.03
```
Positions in Å, forces in eV/Å.

---

Entry from the Open Molecules 2025 dataset: Br2ClP as an isolated structure (ωB97M-V/def2-TZVPD).

- Orbital gap (spin up / spin down): 6.950 / 6.942 eV
- Energy relative to the best compared isomer or geometry (same formula, charge and spin): 34.5 kcal per mole
- Charge: 0
- Max |F|: 2.47 eV Å⁻¹
- Total energy: -161896.352 eV

```
4
Properties=species:S:1:pos:R:3:forces:R:3:lowdin_charge:R:1
Br 2.464 0.147 0.092 -2.2 0.1 -0.7 -0.26
Br -0.906 -1.777 0.095 0.0 0.5 -0.3 0.16
P -0.451 0.182 -0.804 2.1 -0.4 1.3 0.01
Cl -1.108 1.448 0.617 0.1 -0.1 -0.2 0.09
```
Positions in Å, forces in eV/Å.

---

Entry from the Open Molecules 2025 dataset: one molecule with the formula Br2FH2PSi (ωB97M-V/def2-TZVPD).

- Orbital gap: 8.202 eV
- Energy relative to the best compared isomer or geometry (same formula, charge and spin): 65.8 kcal per mole
- Charge: 0
- Max |F|: 3.85 eV Å⁻¹
- SMILES: F[PH2]=[Si](Br)Br
- Total energy: -160002.420 eV

```
7
Properties=species:S:1:pos:R:3:forces:R:3:lowdin_charge:R:1
F -2.232 1.228 -0.363 1.5 0.1 0.4 -0.45
Br 1.352 -1.898 0.301 -0.2 -0.5 0.4 0.12
Si 1.638 -0.083 -0.969 0.4 0.7 -0.4 -0.26
H -1.152 -0.639 -0.702 0.4 -0.2 -0.5 -0.12
P -0.801 0.475 0.075 -3.6 -1.2 0.4 0.68
Br 2.659 1.277 0.521 0.3 0.1 0.0 0.05
H -1.463 -0.360 1.137 1.1 1.1 -0.4 -0.03
```
Positions in Å, forces in eV/Å.

---

Entry from the Open Molecules 2025 dataset: a 2-piece molecular cluster, Br2FH2PSi overall (ωB97M-V/def2-TZVPD).

- Orbital gap: 9.780 eV
- Energy relative to the best compared isomer or geometry (same formula, charge and spin): 66.4 kcal per mole
- Charge: 0
- Max |F|: 3.93 eV Å⁻¹
- Total energy: -160002.394 eV

```
7
Properties=species:S:1:pos:R:3:forces:R:3:lowdin_charge:R:1
F 2.214 0.098 2.388 0.1 -0.3 -3.9 -0.57
Si 2.352 -0.037 -0.005 0.7 0.4 3.7 -0.37
H -0.210 0.827 0.052 0.0 0.4 0.4 -0.14
Br 3.645 -1.781 -0.370 -0.6 0.3 0.1 0.33
H -0.100 -1.154 -0.374 0.0 -0.5 0.3 -0.15
Br 3.566 1.784 -0.249 -0.5 -0.4 0.0 0.32
P 0.338 0.033 -0.948 0.4 0.1 -0.6 0.58
```
Positions in Å, forces in eV/Å.